[1]
Below is the molecule C5H8O, with properties calculated with ωB97M-V with the def2-TZVPD basis set.

Structure (XYZ):
```
14
C5H8O, DFT ωB97M-V with the def2-TZVPD basis set
O -1.4191 1.8224 0.1890
C -0.7464 0.6207 0.4434
C -1.0732 -0.5854 -0.4240
C 0.3027 -1.1142 -0.0309
C 1.4373 -0.4055 -0.6528
C 0.7491 0.3862 0.4063
H -0.8300 2.5583 0.3804
H -0.9066 0.3000 1.4819
H -1.2005 -0.3294 -1.4833
H -1.9339 -1.1649 -0.0848
H 0.3808 -2.0472 0.5204
H 1.5298 -0.1470 -1.7006
H 2.3673 -0.7829 -0.2207
H 1.3425 0.8891 1.1757
```

The relative energy (zero: lowest compared OMol25 entry of this formula, charge and spin) is 264.1 kJ/mol. For the LUMO energy, the calculation gives 0.95 eV. Its SMILES is O[C@H]1C[C@H]2C[C@H]21.



[2]
Below is a structure of composition C31H67BO15PtS7 at a distorted geometry, with properties calculated with ωB97M-V with the def2-TZVPD basis set.

Structure (XYZ):
```
122
C31H67BO15PtS7, DFT ωB97M-V with the def2-TZVPD basis set
Pt -20.2642 -5.2942 -19.3780
B -22.5237 -5.4042 -19.8081
H -22.1351 -6.2311 -19.1015
H -23.5721 -5.7133 -20.1750
H -22.5550 -4.4343 -19.1705
H -21.8093 -5.2315 -20.6899
C -19.7955 -1.8008 -19.1520
C -19.3367 -2.3302 -20.5319
C -17.8914 -1.8713 -20.8049
O -19.5276 -3.6833 -20.6386
H -20.8707 -1.8709 -18.9799
H -19.5107 -0.7479 -19.0461
H -19.3143 -2.3747 -18.3556
H -19.9314 -1.7326 -21.2474
H -17.2073 -2.1601 -19.9959
H -17.8589 -0.7800 -20.6915
H -17.5492 -2.1789 -21.7919
C -14.3927 -0.8321 -18.2835
C -15.1294 0.3101 -18.9838
C -15.6136 1.2661 -17.8661
S -16.1778 0.1617 -16.5373
O -17.5851 -0.1298 -16.6028
O -15.5440 0.6056 -15.3110
C -15.3422 -1.3127 -17.1802
H -13.4484 -0.5413 -17.8182
H -14.1352 -1.5724 -19.0442
H -15.9414 -0.0881 -19.5965
H -14.5764 0.9633 -19.6622
H -16.4205 1.9503 -18.1151
H -14.7351 1.7324 -17.4255
H -16.1789 -1.8610 -17.5983
H -14.8564 -1.8026 -16.3419
C -20.3936 -5.4395 -24.4367
C -18.8925 -5.1803 -24.2329
C -18.3044 -5.9149 -23.0389
S -19.6349 -6.9814 -22.4137
O -19.6969 -6.8453 -20.9485
O -19.5632 -8.3011 -23.0149
C -20.9570 -6.0560 -23.1342
H -20.4885 -6.1920 -25.2235
H -20.9858 -4.5917 -24.7661
H -18.6538 -4.1224 -24.1036
H -18.3427 -5.4155 -25.1470
H -18.1033 -5.2131 -22.2271
H -17.4547 -6.5890 -23.1342
H -21.0788 -5.2398 -22.4131
H -21.8455 -6.6767 -23.0384
C -22.0994 -6.0633 -14.7844
C -23.2119 -5.0178 -14.9953
C -22.7496 -4.1624 -16.1715
S -20.9128 -4.0072 -16.0176
O -20.5174 -2.7165 -15.5057
O -20.4903 -4.4712 -17.3367
C -20.7494 -5.2843 -14.7716
H -22.0642 -6.7362 -15.6469
H -22.2892 -6.7465 -13.9591
H -23.3652 -4.3979 -14.1128
H -24.1180 -5.5286 -15.3169
H -23.1755 -3.1775 -16.3465
H -22.8585 -4.7376 -17.0897
H -20.6989 -4.7900 -13.8023
H -19.8483 -5.8576 -14.9747
C -20.0238 0.7312 -25.8370
C -18.9014 -0.1808 -25.2009
C -19.4182 -0.7891 -23.8976
S -21.2139 -0.8835 -23.9526
O -21.8397 -0.1824 -22.8654
O -21.6068 -2.2721 -24.1987
C -21.3522 0.0837 -25.4948
H -19.8140 0.7323 -26.9003
H -19.9321 1.6840 -25.3187
H -17.9747 0.3455 -24.9874
H -18.6810 -1.0194 -25.8643
H -19.2030 -0.1139 -23.0649
H -19.0740 -1.7763 -23.5955
H -22.2406 0.7136 -25.4638
H -21.6268 -0.6361 -26.2716
C -19.2055 2.4537 -21.0340
C -18.9375 3.9845 -21.0112
C -20.3081 4.6137 -21.3019
S -21.2012 3.4838 -22.4520
O -21.0205 4.0308 -23.7896
O -22.5086 3.2012 -21.9224
C -20.0617 2.1225 -22.2429
H -19.6965 2.2929 -20.0703
H -18.2722 1.8921 -21.0499
H -18.1346 4.2101 -21.7166
H -18.5778 4.2883 -20.0296
H -20.2745 5.6123 -21.7265
H -20.8574 4.5656 -20.3618
H -19.4571 2.3004 -23.1339
H -20.6680 1.2219 -22.1763
C -22.7996 1.7810 -17.5328
C -22.5406 0.5949 -16.5720
C -21.0334 0.5473 -16.2916
S -20.5335 2.2881 -16.2437
O -19.4889 2.4734 -17.2379
O -20.4363 2.6956 -14.8680
C -22.1073 2.9792 -16.8715
H -23.8758 1.9369 -17.5977
H -22.4526 1.5618 -18.5423
H -22.7957 -0.3492 -17.0495
H -23.0851 0.7753 -15.6430
H -20.6354 0.0311 -17.1732
H -20.5523 -0.0609 -15.5271
H -21.7696 3.8448 -17.4355
H -22.5960 3.2486 -15.9375
C -14.5852 -5.4546 -19.7014
C -14.3299 -5.8740 -18.2516
C -15.6617 -6.3983 -17.7185
S -16.8410 -5.0562 -18.2125
O -16.7885 -3.9205 -17.3409
O -18.1059 -5.7071 -18.5299
C -15.8434 -4.5787 -19.7465
H -14.6383 -6.3302 -20.3525
H -13.7289 -4.9058 -20.0959
H -14.0176 -4.9772 -17.7089
H -13.5639 -6.6262 -18.0737
H -15.8753 -6.5033 -16.6579
H -15.9760 -7.2585 -18.3068
H -15.5871 -3.5539 -19.4786
H -16.5448 -4.5561 -20.5761
```

For the LUMO energy (spin up / spin down), the calculation gives 0.03 / -0.12 eV. Its spin multiplicity is 3. Its expectation value of S² is 2.005.



[3]
Below is a structure of composition C4H8N2O2 at a distorted geometry, with properties calculated with ωB97M-V with the def2-TZVPD basis set.

Structure (XYZ):
```
16
C4H8N2O2, DFT ωB97M-V with the def2-TZVPD basis set
C 0.7636 0.1391 -0.0423
C 1.2358 -1.2898 -0.0305
C -1.5207 -0.5681 0.1015
C -2.7905 -0.3269 -0.2174
H -0.0378 2.4026 0.3005
H 1.5101 3.1783 0.0346
H 0.6816 -1.7871 0.7642
H 0.9024 -1.9244 -0.9019
H 2.9608 -0.4338 -0.1141
H -1.2451 -1.7147 0.2745
H -3.4086 0.9043 -0.1334
H -3.3610 -1.2961 -0.3876
N 0.8306 2.3808 -0.1468
N 1.4432 1.1726 -0.0340
O 2.6352 -1.3113 0.0417
O -0.5994 0.4744 0.4909
```

The relative energy (zero: lowest compared OMol25 entry of this formula, charge and spin) is 553.8 kJ/mol. For the LUMO energy, the calculation gives 0.91 eV.



- Number 3 is which compound?
  C4H8N2O2